{"formula": "C13H29N2O6RuSe2", "method": "the ωB97M-V functional and the def2-TZVPD basis", "symbols": ["Ru", "C", "Se", "C", "C", "Se", "C", "H", "H", "H", "H", "H", "H", "H", "H", "H", "H", "C", "O", "C", "O", "N", "N", "H", "H", "H", "H", "H", "H", "C", "O", "C", "O", "H", "H", "H", "O", "O", "C", "C", "C", "C", "C", "H", "H", "H", "H", "H", "H", "H", "H", "H", "H"], "xyz": [[-0.29, 1.02, -0.15], [-4.21, 0.38, -0.82], [-2.93, 1.78, -0.41], [-2.83, 2.54, -2.21], [-1.99, 1.74, -3.19], [-0.07, 1.82, -2.83], [0.37, 0.21, -3.83], [-3.86, -0.24, -1.65], [-5.16, 0.84, -1.06], [-4.31, -0.24, 0.07], [-2.43, 3.55, -2.08], [-3.86, 2.60, -2.56], [-2.15, 2.11, -4.20], [-2.26, 0.68, -3.16], [-0.34, -0.58, -3.60], [1.37, -0.09, -3.50], [0.37, 0.43, -4.89], [2.03, 0.65, 4.65], [0.75, 0.74, 4.02], [0.63, 1.26, 2.80], [-0.46, 1.34, 2.28], [1.78, 1.74, 2.22], [1.63, 2.09, 0.86], [1.85, 0.26, 5.64], [2.50, 1.62, 4.72], [2.67, -0.06, 4.11], [2.65, 1.29, 2.45], [2.51, 2.00, 0.38], [1.29, 3.05, 0.79], [3.67, -0.76, 0.96], [2.27, -0.98, 0.82], [1.79, -0.80, -0.47], [2.55, -0.36, -1.32], [3.90, -0.97, 2.00], [3.94, 0.27, 0.71], [4.24, -1.41, 0.31], [-0.47, 3.39, -0.09], [-0.41, 4.10, -1.19], [0.57, -3.50, 0.08], [-0.28, -2.23, 0.18], [-0.54, -1.90, 1.65], [-1.63, -2.49, -0.49], [0.38, -1.08, -0.61], [0.05, -4.35, 0.54], [1.52, -3.37, 0.59], [0.77, -3.76, -0.96], [-1.02, -2.75, 2.14], [-1.19, -1.03, 1.75], [0.39, -1.69, 2.18], [-2.17, -3.29, 0.03], [-1.51, -2.79, -1.53], [-2.25, -1.59, -0.46], [0.20, -1.22, -1.68]], "gap_ha": [0.2527, 0.2578], "multiplicity": 6, "max_force_ev_per_a": 0.46, "de_lowest_ev": 0.0000}

{"formula": "C39H86BN3O21P", "method": "the ωB97M-V functional and the def2-TZVPD basis", "symbols": ["C", "C", "N", "C", "C", "B", "C", "N", "C", "O", "C", "P", "O", "O", "O", "C", "C", "N", "C", "C", "O", "O", "C", "C", "O", "O", "C", "C", "O", "H", "H", "H", "H", "H", "H", "H", "H", "H", "H", "H", "H", "H", "H", "H", "H", "H", "H", "H", "H", "H", "H", "H", "H", "H", "H", "H", "H", "H", "H", "C", "O", "C", "C", "O", "C", "C", "O", "C", "H", "H", "H", "H", "H", "H", "H", "H", "H", "H", "H", "H", "H", "H", "C", "O", "C", "C", "O", "C", "C", "O", "C", "H", "H", "H", "H", "H", "H", "H", "H", "H", "H", "H", "H", "H", "H", "C", "O", "C", "C", "O", "C", "C", "O", "C", "H", "H", "H", "H", "H", "H", "H", "H", "H", "H", "H", "H", "H", "H", "C", "O", "C", "C", "O", "C", "C", "O", "C", "H", "H", "H", "H", "H", "H", "H", "H", "H", "H", "H", "H", "H", "H"], "xyz": [[-1.11, -0.73, 0.41], [-0.69, 0.42, 1.47], [0.55, -0.01, 2.18], [0.89, 0.96, 3.32], [2.48, 1.24, 3.24], [3.20, 1.48, 4.72], [4.45, 0.38, 4.63], [5.52, 0.61, 5.67], [6.56, -0.46, 5.42], [3.62, 2.92, 4.78], [2.49, 3.46, 5.51], [2.37, 5.32, 5.78], [3.44, 6.06, 4.95], [0.84, 5.87, 5.18], [2.50, 5.82, 7.40], [2.33, 2.43, 6.72], [1.01, 2.66, 7.63], [-0.23, 2.87, 6.83], [3.47, 2.18, 7.81], [4.82, 2.99, 7.68], [5.00, 4.12, 7.22], [6.00, 2.35, 8.26], [5.68, 1.76, 9.52], [5.85, 0.16, 9.62], [5.25, 2.43, 10.49], [2.38, 1.19, 5.93], [0.45, -1.39, 2.68], [1.76, -2.31, 2.50], [-0.56, -1.88, 3.25], [-1.73, -1.53, 0.94], [-0.18, -1.18, -0.10], [-1.73, -0.21, -0.42], [-0.45, 1.40, 0.90], [-1.52, 0.66, 2.21], [0.55, 0.44, 4.27], [0.37, 1.96, 3.12], [2.71, 2.11, 2.52], [2.94, 0.31, 2.73], [4.95, 0.56, 3.60], [3.99, -0.69, 4.69], [5.99, 1.49, 5.37], [6.67, -0.60, 4.28], [6.16, -1.44, 5.83], [7.58, -0.15, 5.81], [1.55, 3.25, 4.86], [0.29, 5.09, 4.94], [2.71, 6.78, 7.36], [1.16, 3.57, 8.32], [0.83, 1.76, 8.32], [-1.06, 2.46, 7.29], [-0.44, 3.88, 6.75], [3.01, 2.33, 8.86], [3.74, 1.06, 7.77], [5.10, -0.39, 8.95], [5.56, -0.14, 10.70], [6.93, -0.14, 9.44], [2.19, -2.23, 1.44], [1.50, -3.40, 2.67], [2.57, -2.01, 3.25], [-5.98, 0.46, -4.25], [-5.84, -0.79, -3.60], [-4.51, -1.02, -3.14], [-4.50, -2.10, -2.06], [-4.86, -1.60, -0.77], [-6.25, -1.33, -0.59], [-7.09, -2.59, -0.44], [-7.38, -3.14, -1.72], [-7.80, -4.49, -1.63], [-5.31, 0.52, -5.11], [-7.01, 0.56, -4.58], [-5.76, 1.27, -3.55], [-4.09, -0.09, -2.74], [-3.92, -1.35, -4.00], [-3.47, -2.45, -1.96], [-5.10, -2.96, -2.34], [-6.63, -0.67, -1.37], [-6.31, -0.77, 0.35], [-8.04, -2.34, 0.04], [-6.55, -3.32, 0.18], [-7.00, -5.11, -1.22], [-8.02, -4.85, -2.64], [-8.70, -4.58, -1.02], [-5.23, -2.92, -7.60], [-3.95, -2.48, -8.04], [-3.29, -1.70, -7.05], [-1.79, -1.66, -7.33], [-1.10, -2.82, -6.87], [-1.29, -4.00, -7.66], [-0.53, -3.96, -8.98], [-1.25, -3.21, -9.95], [-0.44, -2.81, -11.03], [-5.87, -2.06, -7.36], [-5.69, -3.50, -8.40], [-5.13, -3.57, -6.72], [-3.46, -2.12, -6.05], [-3.70, -0.69, -7.10], [-1.36, -0.83, -6.76], [-1.58, -1.46, -8.38], [-2.35, -4.21, -7.81], [-0.88, -4.82, -7.06], [-0.41, -4.98, -9.37], [0.46, -3.52, -8.82], [0.36, -2.15, -10.68], [-1.06, -2.26, -11.74], [-0.01, -3.68, -11.54], [-2.82, -5.74, -13.14], [-1.97, -6.57, -13.90], [-2.60, -7.06, -15.07], [-1.56, -7.53, -16.08], [-0.98, -6.46, -16.83], [-0.04, -5.65, -16.13], [1.30, -6.34, -15.91], [1.23, -7.22, -14.79], [2.28, -8.16, -14.79], [-3.72, -6.28, -12.83], [-2.28, -5.41, -12.25], [-3.10, -4.85, -13.72], [-3.22, -6.27, -15.53], [-3.24, -7.90, -14.78], [-2.07, -8.16, -16.82], [-0.79, -8.15, -15.61], [-0.46, -5.28, -15.19], [0.12, -4.78, -16.77], [2.07, -5.59, -15.70], [1.57, -6.90, -16.82], [2.22, -8.80, -15.67], [2.18, -8.78, -13.90], [3.26, -7.65, -14.76], [4.03, 5.91, 10.80], [3.27, 6.63, 11.75], [4.09, 7.41, 12.62], [3.26, 8.50, 13.28], [3.07, 9.64, 12.44], [2.13, 9.47, 11.38], [0.68, 9.47, 11.86], [0.33, 8.19, 12.37], [-0.83, 8.24, 13.18], [4.73, 5.23, 11.30], [3.35, 5.33, 10.18], [4.58, 6.60, 10.16], [4.91, 7.86, 12.06], [4.49, 6.73, 13.39], [3.83, 8.87, 14.15], [2.31, 8.13, 13.66], [2.36, 8.59, 10.78], [2.27, 10.34, 10.73], [0.02, 9.70, 11.02], [0.55, 10.24, 12.64], [-0.66, 8.87, 14.06], [-1.05, 7.23, 13.51], [-1.69, 8.62, 12.60]], "gap_ha": 0.2326, "multiplicity": 1, "total_charge": -1, "max_force_ev_per_a": 5.53}

{"formula": "C16H34NO9S3", "method": "the ωB97M-V functional and the def2-TZVPD basis", "symbols": ["N", "H", "H", "H", "H", "C", "C", "C", "O", "C", "O", "O", "H", "H", "H", "H", "H", "H", "C", "C", "C", "S", "O", "O", "C", "H", "H", "H", "H", "H", "H", "H", "H", "C", "C", "C", "S", "O", "O", "C", "H", "H", "H", "H", "H", "H", "H", "H", "C", "C", "C", "S", "O", "O", "C", "H", "H", "H", "H", "H", "H", "H", "H"], "xyz": [[-0.47, -0.55, -1.69], [-1.33, -0.16, -1.53], [0.12, 0.19, -2.04], [-0.45, -1.45, -2.19], [0.13, -0.59, -0.78], [-3.68, 5.21, -1.14], [-4.33, 4.08, -1.96], [-4.19, 4.27, -3.57], [-3.21, 3.40, -3.92], [-2.94, 2.51, -2.95], [-2.01, 1.67, -2.96], [-3.53, 2.91, -1.91], [-2.69, 5.54, -1.62], [-3.61, 4.67, -0.21], [-4.33, 6.21, -1.10], [-5.44, 3.82, -1.67], [-4.10, 5.34, -3.85], [-5.21, 4.03, -4.03], [5.44, -1.41, 1.03], [4.61, -2.33, 2.14], [3.21, -2.17, 1.95], [3.04, -2.06, 0.12], [1.81, -1.43, -0.17], [3.45, -3.32, -0.53], [4.39, -0.95, 0.01], [6.08, -1.99, 0.50], [6.16, -0.68, 1.53], [5.11, -1.93, 3.23], [4.92, -3.51, 2.27], [2.72, -1.31, 2.33], [2.60, -2.95, 2.36], [4.08, 0.09, 0.04], [4.74, -1.12, -0.74], [-2.03, -5.77, 1.44], [-0.67, -5.30, 1.46], [-0.23, -4.83, 0.07], [-1.66, -4.54, -0.80], [-1.81, -5.36, -1.93], [-1.88, -3.22, -1.13], [-2.90, -4.83, 0.47], [-2.46, -5.72, 2.51], [-1.97, -6.86, 1.11], [-0.03, -5.98, 1.81], [-0.72, -4.60, 2.19], [0.46, -5.47, -0.57], [0.33, -3.96, 0.03], [-3.68, -5.24, -0.21], [-3.30, -3.96, 0.98], [-0.21, 4.29, 0.95], [1.31, 4.53, 0.57], [2.11, 3.46, 1.30], [1.07, 2.02, 1.03], [1.45, 1.11, 2.05], [0.94, 1.61, -0.40], [-0.26, 2.94, 1.63], [-0.81, 4.19, 0.06], [-0.79, 4.98, 1.50], [1.41, 5.65, 0.76], [1.20, 4.40, -0.70], [2.41, 3.59, 2.18], [2.97, 3.38, 0.66], [-0.15, 3.05, 2.54], [-1.21, 2.40, 1.43]], "gap_ha": 0.3858, "multiplicity": 1, "total_charge": 1, "max_force_ev_per_a": 17.45, "de_lowest_ev": 2.9777}

{"formula": "C4H8O2S2", "method": "the ωB97M-V functional and the def2-TZVPD basis", "symbols": ["C", "C", "O", "O", "C", "S", "S", "C", "H", "H", "H", "H", "H", "H", "H", "H"], "xyz": [[-1.25, 1.46, 1.13], [-1.36, -1.16, -0.81], [-2.47, -1.20, -0.32], [-0.93, -0.53, -1.82], [-0.94, 1.27, 2.39], [1.59, -0.60, 0.98], [1.64, 0.54, -0.56], [2.08, -0.72, -1.82], [-1.74, 2.38, 0.83], [-1.02, 0.75, 0.37], [-0.51, -1.71, -0.25], [-0.42, 0.40, 2.78], [-1.13, 2.05, 3.12], [1.14, -1.14, -2.17], [2.62, -1.44, -1.22], [2.71, -0.35, -2.62]], "gap_ha": 0.1876, "multiplicity": 1, "max_force_ev_per_a": 1.56, "de_lowest_ev": 4.9963}

{"formula": "C55H83As2F12N8O3", "method": "the ωB97M-V functional and the def2-TZVPD basis", "symbols": ["C", "N", "C", "C", "C", "C", "C", "C", "C", "C", "N", "C", "C", "C", "H", "H", "H", "H", "H", "H", "H", "H", "H", "H", "H", "H", "H", "H", "C", "N", "C", "C", "C", "C", "C", "C", "C", "C", "N", "C", "C", "C", "H", "H", "H", "H", "H", "H", "H", "H", "H", "H", "H", "H", "H", "H", "C", "N", "C", "C", "C", "C", "C", "C", "C", "C", "N", "C", "C", "C", "H", "H", "H", "H", "H", "H", "H", "H", "H", "H", "H", "H", "H", "H", "C", "C", "C", "C", "N", "C", "C", "C", "C", "C", "H", "H", "H", "H", "H", "H", "H", "H", "H", "H", "H", "H", "H", "H", "H", "H", "H", "H", "H", "H", "C", "C", "C", "C", "N", "C", "C", "C", "C", "C", "H", "H", "H", "H", "H", "H", "H", "H", "H", "H", "H", "H", "H", "H", "H", "H", "H", "H", "H", "H", "As", "F", "F", "F", "F", "F", "F", "As", "F", "F", "F", "F", "F", "F", "O", "C", "O", "O", "H"], "xyz": [[-0.40, -10.69, 2.12], [-1.33, -11.24, 1.14], [-2.41, -10.40, 0.89], [-3.20, -10.70, -0.25], [-2.97, -11.87, -1.02], [-1.93, -12.76, -0.60], [-0.98, -12.36, 0.44], [-3.95, -12.33, -2.01], [-3.54, -12.65, -3.28], [-4.53, -12.91, -4.22], [-5.83, -12.98, -3.95], [-6.27, -12.77, -2.68], [-5.32, -12.35, -1.69], [-6.76, -13.27, -5.09], [0.40, -11.42, 2.25], [-0.85, -10.66, 3.11], [0.00, -9.72, 1.83], [-2.54, -9.46, 1.41], [-4.05, -10.11, -0.56], [-1.64, -13.66, -1.12], [-0.03, -12.82, 0.66], [-2.50, -12.70, -3.56], [-4.24, -12.98, -5.26], [-7.33, -12.92, -2.52], [-5.61, -12.07, -0.69], [-6.28, -14.15, -5.52], [-6.79, -12.41, -5.75], [-7.75, -13.58, -4.76], [2.78, 3.60, 10.50], [2.66, 3.81, 11.97], [3.74, 4.07, 12.73], [3.73, 4.18, 14.11], [2.48, 3.92, 14.68], [1.34, 3.73, 13.89], [1.45, 3.64, 12.50], [2.32, 4.16, 16.13], [1.30, 4.98, 16.63], [1.36, 5.30, 17.99], [2.33, 4.78, 18.75], [3.32, 4.00, 18.33], [3.30, 3.64, 17.00], [2.37, 5.18, 20.18], [2.30, 2.66, 10.25], [3.84, 3.43, 10.30], [2.38, 4.47, 9.98], [4.60, 4.29, 12.13], [4.52, 4.60, 14.72], [0.33, 3.65, 14.28], [0.58, 3.48, 11.88], [0.61, 5.46, 15.97], [0.62, 5.96, 18.43], [4.01, 3.69, 19.10], [4.13, 3.04, 16.66], [3.12, 5.97, 20.20], [2.68, 4.28, 20.70], [1.34, 5.39, 20.46], [-1.11, 3.68, -13.01], [-1.01, 2.68, -11.97], [-1.03, 3.09, -10.67], [-0.86, 2.14, -9.62], [-0.75, 0.75, -10.00], [-0.68, 0.42, -11.33], [-0.82, 1.43, -12.29], [-0.67, -0.30, -8.96], [0.25, -1.34, -9.13], [0.25, -2.40, -8.17], [-0.59, -2.37, -7.14], [-1.53, -1.38, -6.97], [-1.50, -0.29, -7.87], [-0.58, -3.51, -6.20], [-0.38, 4.43, -12.68], [-2.10, 4.13, -13.07], [-0.85, 3.24, -13.97], [-1.02, 4.16, -10.56], [-0.88, 2.51, -8.61], [-0.69, -0.63, -11.61], [-0.93, 1.25, -13.35], [0.98, -1.27, -9.93], [1.05, -3.13, -8.14], [-2.18, -1.47, -6.12], [-2.29, 0.43, -7.72], [-0.36, -4.48, -6.66], [-1.55, -3.45, -5.71], [0.10, -3.22, -5.39], [-4.26, 11.27, 1.76], [-4.25, 10.14, 2.82], [-4.53, 8.75, 2.30], [-4.94, 7.64, 3.27], [-5.13, 6.31, 2.53], [-6.23, 6.25, 1.49], [-7.56, 6.04, 2.18], [-7.16, 5.61, 3.59], [-5.63, 5.30, 3.55], [-3.74, 6.00, 1.88], [-4.47, 12.17, 2.34], [-5.05, 11.11, 1.03], [-3.37, 11.35, 1.14], [-4.95, 10.46, 3.59], [-3.40, 10.14, 3.51], [-3.56, 8.56, 1.86], [-5.20, 8.91, 1.45], [-5.83, 7.78, 3.88], [-4.18, 7.54, 4.05], [-5.87, 5.47, 0.81], [-6.13, 7.26, 1.08], [-8.17, 5.32, 1.62], [-8.09, 6.99, 2.20], [-7.69, 4.74, 3.99], [-7.37, 6.35, 4.36], [-5.45, 4.32, 3.12], [-5.13, 5.36, 4.51], [-3.51, 6.66, 1.03], [-3.68, 4.98, 1.49], [-2.98, 6.10, 2.64], [4.37, 2.64, -5.54], [5.65, 1.80, -5.58], [6.61, 2.36, -6.56], [6.25, 2.34, -8.09], [7.44, 2.11, -9.04], [6.99, 1.78, -10.44], [7.17, 0.35, -10.69], [8.41, -0.01, -9.84], [8.20, 0.82, -8.62], [8.49, 3.23, -9.01], [4.52, 3.60, -5.05], [3.57, 2.11, -5.04], [3.89, 2.93, -6.47], [5.41, 0.76, -5.82], [6.04, 1.85, -4.56], [7.46, 1.73, -6.29], [6.87, 3.38, -6.24], [5.76, 3.28, -8.31], [5.52, 1.56, -8.28], [7.59, 2.38, -11.12], [5.94, 2.05, -10.52], [7.43, 0.14, -11.73], [6.24, -0.19, -10.50], [9.37, 0.16, -10.33], [8.41, -1.07, -9.59], [9.10, 1.01, -8.03], [7.52, 0.24, -8.01], [8.75, 3.39, -7.96], [7.84, 4.04, -9.32], [9.26, 2.88, -9.71], [-5.86, -4.55, 7.49], [-7.03, -5.72, 6.76], [-4.85, -5.96, 8.06], [-4.78, -3.35, 8.23], [-6.96, -3.19, 7.01], [-6.78, -4.64, 9.08], [-4.99, -4.49, 5.91], [1.38, -1.24, 2.40], [2.22, 0.39, 2.30], [0.19, -0.45, 3.43], [0.56, -2.84, 2.44], [2.63, -2.08, 1.36], [2.35, -1.69, 3.85], [0.46, -0.81, 0.87], [5.85, -5.15, -3.78], [6.99, -4.98, -4.49], [7.82, -4.27, -4.02], [7.08, -5.38, -5.64], [6.02, -4.72, -2.94]], "gap_ha": 0.0508, "multiplicity": 1, "total_charge": 5, "max_force_ev_per_a": 5.62, "de_lowest_ev": 3.1966}